No. 1
DFT (ωB97M-V/def2-TZVPD) results for a structure of composition C43H47CoI2N4O2 in a non-equilibrium geometry.

Computed properties:
Multiplicity: 1
Orbital gap (alpha / beta): 3.365 / 3.314 eV
HOMO (alpha / beta): -7.2 / -7.1 eV
Energy above the lowest of the compared OMol25 structures with the same formula, charge and spin: 0.0 kJ/mol

Geometry (Å):
I1 -0.10853 4.40262 -3.85553
H1 3.77536 4.49280 2.17058
H2 -1.83320 1.38438 -2.39206
C1 1.16418 -3.26751 2.07806
H3 -1.25539 2.69903 4.40584
N1 0.32981 -1.02286 0.79963
H4 -3.40751 4.25350 1.75922
H5 -2.14950 4.39012 0.51662
C2 0.61503 -0.96470 2.09275
H6 -4.42089 1.61116 1.04583
H7 3.76400 1.53846 -4.07338
H8 2.82062 1.04362 1.15284
H9 -1.49367 0.61879 2.76973
H10 -1.84537 4.36255 4.29152
C3 -3.75925 -1.87020 3.13506
C4 0.93716 -3.28856 0.70877
N2 0.48566 1.35159 1.58436
C5 0.51687 -2.12547 0.10167
C6 0.40220 -1.91135 -1.37289
C7 3.35378 1.53045 -3.05939
H11 -2.36145 -0.92129 4.47152
H12 -2.13018 5.46203 1.92700
C8 -4.28111 -1.87136 1.84637
C9 0.46152 4.96848 2.56199
C10 -2.70361 -0.16010 1.18240
C11 -3.61481 2.53843 -2.61938
C12 -1.07038 -0.59434 -3.96906
H13 -1.68313 2.43822 1.93683
H14 2.26746 0.23572 -1.75386
H15 -4.18837 -1.00960 -0.11715
H16 0.06567 1.11948 -6.69448
H17 4.96262 0.80799 2.33267
C13 0.63972 0.43942 2.60598
H18 1.24745 -1.98071 3.83995
H19 -2.77439 -1.02161 -1.74340
H20 4.20248 1.52942 -2.36951
H21 -2.64953 -3.67613 -3.78889
H22 2.07701 1.26572 -5.28184
C14 -2.74645 -0.97564 3.45791
H23 -3.38842 2.78662 -3.64849
C15 3.33728 -0.95404 -3.19025
C16 -3.26985 -1.11499 -2.71037
H24 -4.15378 -2.54679 3.88572
C17 -4.20982 1.85239 0.01292
H25 1.10051 -4.16288 0.09206
C18 -1.49832 3.42005 2.36048
O1 0.79677 0.66085 3.78890
H26 2.79355 2.45483 -2.91202
C19 4.14018 2.43646 0.25649
Co1 -0.09639 0.60320 -0.10527
H27 4.80019 1.63883 -0.10288
C20 -2.34271 4.44005 1.59372
C21 1.18703 0.26570 -3.60518
H28 -2.94213 3.01581 3.94070
H29 3.48125 2.73516 -0.56473
C22 0.90662 2.70358 1.91231
N3 -2.12186 0.65454 0.17001
H30 4.86019 2.47798 2.91538
H31 2.79878 -1.87994 -3.00008
C23 -2.22318 -0.12942 2.49087
C24 -1.84608 -3.00870 -3.46036
H32 -1.69559 -3.17549 -2.39378
C25 2.49800 0.28451 -2.81899
H33 -5.08871 -2.54562 1.58557
C26 1.02027 -2.07635 2.78588
C27 -3.77511 -1.01126 0.88191
I2 0.53845 2.82534 -1.19681
C28 1.19049 0.76954 -4.90152
C29 2.28418 2.98070 1.87854
C30 0.07310 0.67034 -5.70699
C31 -4.79923 2.97141 -2.03034
H34 3.59044 -0.91566 -4.25609
H35 4.27483 -0.96499 -2.61878
C32 0.00891 -0.33040 -3.10099
H36 -0.92641 -3.29186 -3.96882
C33 -2.71351 1.77641 -1.90338
H37 1.50359 -4.16194 2.58628
C34 4.26843 1.60237 2.62891
C35 -2.25051 -1.55727 -3.75097
H38 -5.49815 3.57622 -2.59804
H39 -0.24307 5.74626 2.83943
C36 -5.08882 2.62483 -0.70883
C37 -1.90987 3.36714 3.83875
H40 -2.75750 -1.57609 -4.71423
C38 2.71432 4.26535 2.19396
C39 -2.98963 1.41512 -0.56657
C40 3.33112 1.95188 1.46698
H41 4.76781 3.29441 0.51706
C41 -0.01274 3.69934 2.24337
H42 -3.73138 -0.15971 -2.96437
O2 0.73724 -2.81310 -2.12081
C42 1.81376 5.25816 2.53719
H43 -4.06088 -1.86736 -2.62087
H44 3.70981 1.26897 3.50405
N4 -0.02695 -0.65810 -1.68016
H45 -5.99984 2.97736 -0.23810
H46 -1.86145 -0.20093 -5.91711
H47 2.16380 6.25741 2.77506
C43 -1.02074 -0.03680 -5.25042



No. 2
DFT (ωB97M-V/def2-TZVPD) results for a structure of composition C43H48BIrN7OSb2 in a non-equilibrium geometry.

Computed properties:
⟨S²⟩: 0.75
Multiplicity: 2
Orbital gap (alpha / beta): 6.688 / 5.861 eV
HOMO (alpha / beta): -13.7 / -13.8 eV
Energy above the lowest of the compared OMol25 structures with the same formula, charge and spin: 113.2 kJ/mol
Total charge: +2

Geometry (Å):
C1 1.63165 -1.78032 4.01435
H1 4.56475 -0.85052 0.59085
C2 4.06555 -0.26682 1.36255
H2 -2.82075 -2.73612 -4.83825
H3 -0.62295 1.47678 -4.31865
C3 1.33135 -3.11172 0.82755
C4 -4.33035 -5.59282 -3.84275
C5 4.32725 3.26758 0.40655
C6 -3.03365 -3.61482 -4.24345
C7 -1.32585 -3.64762 2.91545
H4 4.34605 5.40198 0.34715
C8 -1.98275 0.35358 -1.56935
C9 -3.75335 -3.69432 1.58145
H5 1.97325 -2.71612 3.59595
H6 2.22545 5.09328 0.00515
H7 -0.31405 -4.44302 0.40395
C10 0.66865 -4.19232 -0.00515
C11 0.48485 0.31828 3.82315
C12 -4.30945 0.93618 -1.57065
C13 -2.28915 -3.87662 -3.10415
C14 -2.97915 1.31248 -1.48665
H8 0.52315 1.56078 5.56455
C15 4.97055 4.55558 0.07655
H9 0.48985 0.37058 -3.50285
Ir1 0.95225 0.92928 -0.29845
H10 2.22825 6.25428 -3.62105
C16 0.96215 2.44618 -3.28865
H11 -0.39485 -3.61272 3.46405
C17 -1.09505 4.02708 2.09935
C18 0.06795 4.61018 1.60775
H12 -2.05165 -5.33972 3.99275
C19 1.46325 3.64318 -3.79175
N1 1.54755 3.67938 -1.58735
H13 5.15255 4.59668 -0.99835
H14 -1.99725 -5.20092 -1.42845
N2 -0.11545 2.61218 0.69635
C20 -2.31675 -0.97302 -1.75355
C21 -2.81175 -2.72582 1.26875
H15 1.64275 -3.54382 1.77785
C22 1.57305 -0.27432 5.87805
C23 0.82815 0.62188 5.12995
H16 1.64105 5.81858 2.34925
H17 1.55625 3.90988 -4.82345
C24 3.93685 1.14468 0.92915
C25 -1.17905 2.77658 1.49625
H18 -4.20805 -5.39902 2.79185
H19 1.58005 -3.53492 -1.82875
C26 1.82445 4.40508 -2.68695
H20 2.21685 -2.72822 0.32585
C27 -4.05805 -4.47062 -4.61065
N3 2.77055 1.72658 0.60015
N4 3.01055 3.01668 0.29985
H21 -0.93255 0.66178 -1.49975
C28 -2.26855 -4.61232 3.22525
H22 -1.98225 0.79978 1.28925
H23 -0.07085 1.03438 3.23265
H24 -2.70105 2.34818 -1.37795
H25 -1.77605 4.44948 2.80835
H26 0.98145 1.19178 -4.99105
H27 -4.70155 -3.70112 1.06615
C29 -4.63785 -0.39792 -1.73525
H28 -3.04345 -1.96942 0.53085
N5 0.63155 3.73838 0.75155
Sb1 0.04565 -1.42502 1.33125
H29 -3.16245 2.11158 1.13925
B1 1.87915 3.98188 -0.11545
C30 -2.55925 -4.99592 -2.33065
N6 1.03285 2.49178 -1.95335
H30 -5.09035 1.67718 -1.52505
H31 -3.79995 -6.71182 -2.09005
H32 3.50595 5.69468 -2.54545
H33 2.58245 -2.16612 5.88205
H34 -5.66935 -0.70332 -1.79805
H35 0.65395 6.60538 1.11885
C31 0.85595 -0.90052 3.27735
H36 -5.12005 -6.26682 -4.13505
C32 0.61405 -3.89852 -1.48305
H37 1.28315 -5.09802 0.08605
C33 0.62655 5.93058 1.97285
H38 -2.53355 1.69958 2.72505
H39 0.34955 -4.78892 -2.05345
H40 1.83445 -0.04702 6.89825
C34 2.36365 -1.10452 -2.02805
H41 5.92885 4.63348 0.58195
H42 -4.63935 -4.25802 -5.49445
H43 3.08705 -0.69602 1.57595
C35 4.94745 2.08798 0.81655
H44 4.67595 -0.32232 2.26095
H45 -3.92325 -2.38602 -2.02185
C36 2.42655 5.75708 -2.67615
N7 1.29405 -0.78202 -1.59305
C37 -1.59635 -2.71632 1.92755
O1 3.37495 -1.49602 -2.44485
H46 0.01405 6.37888 2.74945
H47 5.98915 1.93498 1.00065
H48 2.03275 6.36288 -1.86695
Sb2 -0.80085 -2.43652 -2.42605
C38 1.99025 -1.46552 5.31335
C39 -3.58695 -5.84832 -2.70245
C40 0.42235 1.30178 -4.06495
C41 -2.27075 1.78098 1.67125
C42 -3.64615 -1.35622 -1.85435
C43 -3.47825 -4.64292 2.55135



No. 3
DFT (ωB97M-V/def2-TZVPD) results for a structure of composition C43H48BrCsN8O7S3 in a non-equilibrium geometry.

Computed properties:
Multiplicity: 1
Orbital gap: 5.831 eV
HOMO: -2.3 eV
Energy above the lowest of the compared OMol25 structures with the same formula, charge and spin: 65.6 kJ/mol
Total charge: -2

Geometry (Å):
C1 1.64579 5.31410 -3.73955
H1 -3.32883 -3.76472 -7.96217
C2 -2.50584 2.47832 4.89647
O1 0.86824 2.51079 -1.62629
H2 0.25256 1.88824 5.77280
H3 3.39667 2.64894 1.35641
H4 5.31351 4.42245 -0.21794
S1 1.33425 2.06013 3.01559
C3 -4.55418 -2.24045 -2.40866
H5 3.01759 2.59226 4.68024
C4 1.63578 3.19106 -2.31035
O2 0.04136 2.72748 2.84455
H6 0.23883 4.84374 -0.72710
C5 -6.40229 2.41817 1.55774
H7 2.85304 3.73081 0.05054
H8 -7.28869 2.99463 1.29150
H9 8.20659 3.30113 -1.45791
S2 4.24149 0.23166 1.24687
N1 -4.03693 -0.05275 3.52395
H10 4.65269 1.89943 -4.56208
C6 -4.90788 0.95221 3.73491
C7 -5.68651 3.08366 2.72883
C8 1.54096 0.30822 5.10195
C9 -5.61759 -1.96780 -1.57865
H11 1.02927 -0.46505 5.67729
H12 -4.18871 -1.56183 -7.24368
H13 5.93467 3.95201 -5.01862
H14 3.12703 -1.48079 -3.78156
C10 0.73008 7.36627 -2.93176
C11 6.15498 3.36648 -4.13721
H15 -6.54496 -2.52029 -1.66759
H16 -6.28401 -0.73748 0.07290
N2 -2.59235 1.11100 2.07763
C12 1.32296 1.69505 5.69435
H17 -1.92726 -5.09403 -6.42962
C13 5.42875 2.21688 -3.88560
C14 1.38649 6.66177 -3.92465
H18 7.71054 4.67076 -3.45119
C15 -4.45450 2.29695 3.20293
H19 -4.62869 -3.01213 -3.16152
H20 -2.18718 3.02017 5.78832
Cs1 -0.70852 1.27680 -0.00654
C16 5.66936 1.46711 -2.73830
H21 -4.55701 3.06199 5.20734
H22 4.47029 4.96474 1.24735
H23 1.86683 -1.47705 -4.95630
C17 -3.09837 -3.38872 -6.97298
C18 3.69929 3.14806 0.42936
N3 4.26200 -0.01227 -1.36547
C19 -5.48264 -0.97881 -0.61138
H24 1.77015 1.79612 6.68732
C20 4.86924 4.09255 0.72317
H25 -0.19477 7.26798 -1.00219
C21 -3.35058 -1.52391 -2.24819
C22 -2.76462 0.07781 2.87109
C23 -3.30184 -1.68531 -5.29949
H26 -6.71194 1.40641 1.81737
N4 4.02237 2.14926 -0.55637
H27 -4.24469 -0.96157 3.91745
H28 -0.05542 0.19535 3.60668
S3 1.81868 -1.86453 -1.45660
H29 -1.38562 -4.22786 -4.18157
C24 1.23617 4.64532 -2.59912
C25 -4.27032 -0.30789 -0.54386
H30 -1.73548 2.56761 4.13417
C26 7.41841 2.99902 -2.13498
C27 1.93039 2.64991 4.68887
C28 -2.21476 -1.84936 -3.08487
Br1 2.57367 4.41449 -5.12285
C29 -3.82170 3.05802 4.39271
H31 5.48265 3.07740 2.51138
C30 1.01821 0.36859 3.67554
H32 -5.36857 4.08621 2.43448
O3 -3.37005 3.01928 1.19781
C31 5.93219 3.43435 1.58916
C32 -3.42441 2.15416 2.06246
C33 0.31779 6.71793 -1.77893
H33 -2.61226 1.42696 5.15916
C34 4.86493 0.21643 -2.55464
H34 1.53437 -0.32791 3.01749
H35 -3.67844 -0.72262 -4.98006
C35 4.15323 0.84959 -0.28627
C36 -3.58464 -2.15552 -6.56641
N5 0.00051 -1.82330 -3.48579
H36 1.70319 7.15062 -4.83463
N6 -3.24130 -0.56344 -1.32444
O4 4.80306 -0.60072 -3.46221
H37 6.89751 1.26581 -0.98966
H38 1.60456 3.68086 4.80704
C37 6.67977 1.85803 -1.86810
C38 1.24483 -1.74741 -3.05202
C39 -2.00611 -3.64935 -4.84883
C40 -2.30580 -4.12992 -6.11144
H39 6.37111 2.58368 1.07808
H40 2.60957 0.07908 5.09663
O5 -1.96187 -0.81532 3.08148
H41 -3.65646 4.09276 4.08030
H42 6.72255 4.14257 1.83180
N7 -1.01232 -1.58961 -2.66669
O6 -5.94904 0.78829 4.35176
H43 3.61253 -0.85577 -1.34345
C41 0.56074 5.36511 -1.61932
H44 -6.37744 3.16485 3.57299
N8 2.18426 -1.75394 -4.03958
H45 -5.74672 2.37095 0.69125
H46 0.54838 8.42526 -3.05954
O7 2.76287 2.88478 -2.75493
C42 -2.51650 -2.42838 -4.41672
H47 3.71050 2.37484 -1.52022
H48 -4.12434 0.48013 0.18147
C43 7.14760 3.76469 -3.25919